{
  "formula": "C28H25BiBrN4O2",
  "method": "ωB97M-V/def2-TZVPD",
  "e_above_lowest_kcal_mol": 15.70,
  "total_charge": 1,
  "gap_ev": 6.90,
  "mol_weight_g_mol": 738.4,
  "multiplicity": 1,
  "symbols": ["Bi", "C", "C", "C", "C", "C", "C", "C", "C", "N", "C", "O", "C", "C", "C", "C", "C", "N", "C", "O", "N", "C", "C", "C", "C", "C", "C", "C", "C", "H", "H", "H", "H", "H", "H", "H", "H", "H", "H", "H", "H", "H", "H", "H", "H", "H", "H", "H", "H", "H", "Br", "C", "C", "C", "C", "C", "N", "H", "H", "H", "H"],
  "coordinates": [[-0.168054, 0.527161, -0.440563], [-2.970072, 0.654280, -2.359863], [-3.384233, -0.696877, -1.833260], [-4.250912, -1.464702, -2.601025], [-4.652314, -2.721287, -2.188054], [-4.161036, -3.239493, -1.004050], [-3.290433, -2.507447, -0.206959], [-2.757509, -3.126256, 1.055854], [-2.925402, -1.213148, -0.613141], [-2.039021, -0.462951, 0.229750], [-2.475416, -0.123030, 1.484193], [-3.609302, -0.174199, 1.904996], [-1.329391, 0.280326, 2.382151], [-1.370906, 0.218341, 3.762699], [-0.169415, 0.291595, 4.459757], [1.038858, 0.340055, 3.769569], [0.997493, 0.403240, 2.390110], [-0.170736, 0.461919, 1.763676], [2.187292, 0.127165, 1.499998], [3.319348, 0.193268, 1.926097], [1.799365, -0.257189, 0.241723], [2.760593, -0.900677, -0.603005], [3.213853, -2.178273, -0.244961], [2.743032, -2.868687, 1.004466], [4.127664, -2.815086, -1.075595], [4.578906, -2.215204, -2.237258], [4.113761, -0.960384, -2.586353], [3.203510, -0.287367, -1.781188], [2.739621, 1.085673, -2.198427], [-3.677524, 0.989191, -3.115255], [-1.988017, 0.603452, -2.843213], [-2.946367, 1.406701, -1.570189], [-4.618275, -1.064600, -3.538356], [-5.341271, -3.299370, -2.789486], [-4.451154, -4.233791, -0.688045], [-2.779272, -4.211770, 0.984129], [-3.372214, -2.828692, 1.907034], [-1.730418, -2.813496, 1.253558], [-2.321116, 0.074290, 4.257204], [-0.169513, 0.235849, 5.540160], [1.997138, 0.288326, 4.266600], [1.689710, -2.666350, 1.208543], [3.326576, -2.524345, 1.860640], [2.876262, -3.944776, 0.914886], [4.483277, -3.800541, -0.801606], [5.293157, -2.724725, -2.870295], [4.467588, -0.484282, -3.492776], [3.464632, 1.531449, -2.876364], [2.628075, 1.753227, -1.341868], [1.786910, 1.041604, -2.737835], [-2.565124, 3.267245, 0.517534], [-0.819012, 3.922658, 0.210494], [-0.638298, 5.266015, -0.071480], [0.657219, 5.731183, -0.221261], [1.716883, 4.851310, -0.048045], [1.435373, 3.528373, 0.223571], [0.183518, 3.056803, 0.326160], [-1.494011, 5.918712, -0.163006], [0.834788, 6.771285, -0.458270], [2.742358, 5.182642, -0.125021], [2.228999, 2.805675, 0.380522]],
  "forces_ev_per_angstrom": [[0.0, -0.1, -0.1], [0.0, -0.1, 0.2], [0.0, 0.0, 0.1], [0.0, 0.0, -0.1], [0.0, 0.0, 0.0], [0.0, 0.0, 0.0], [0.2, 0.1, 0.0], [-0.1, 0.1, 0.0], [-0.2, -0.1, -0.2], [0.1, 0.0, 0.0], [-0.2, 0.2, -0.2], [0.2, -0.1, 0.1], [-0.1, 0.0, 0.2], [0.0, 0.1, 0.0], [0.0, 0.0, -0.1], [0.0, 0.1, 0.0], [0.1, 0.0, 0.2], [0.0, -0.2, 0.2], [0.2, 0.1, -0.2], [-0.2, -0.1, 0.0], [-0.2, 0.1, 0.1], [0.2, 0.0, -0.3], [-0.1, 0.0, 0.0], [0.1, 0.1, 0.0], [0.0, 0.0, 0.0], [0.0, 0.0, 0.0], [0.0, 0.0, 0.0], [0.0, 0.0, 0.1], [0.0, -0.1, 0.1], [0.0, 0.0, 0.0], [0.0, 0.1, 0.0], [0.0, 0.0, 0.0], [0.0, 0.0, 0.0], [0.0, 0.0, 0.0], [0.0, 0.0, 0.0], [0.0, 0.0, 0.0], [0.0, 0.0, 0.1], [0.0, 0.0, 0.0], [0.0, 0.0, 0.0], [0.0, 0.0, 0.0], [0.0, 0.0, 0.0], [0.0, 0.0, 0.0], [0.0, 0.0, 0.1], [0.0, 0.0, 0.0], [0.0, 0.0, 0.0], [0.0, 0.0, 0.0], [0.0, 0.0, 0.0], [0.0, 0.0, 0.0], [0.0, -0.1, -0.1], [0.0, 0.1, 0.0], [0.1, -0.1, 0.0], [0.1, 0.0, 0.1], [-0.1, 0.0, 0.0], [0.0, -0.1, 0.0], [0.0, 0.0, 0.0], [0.0, 0.0, 0.1], [-0.1, 0.0, -0.2], [0.0, 0.0, 0.0], [0.0, 0.0, 0.0], [0.0, 0.0, 0.0], [0.0, 0.1, 0.0]],
  "nbo_charge": [1.9706, -0.6413, -0.0520, -0.1998, -0.1887, -0.1943, -0.0148, -0.6417, 0.1710, -0.8577, 0.6242, -0.5602, 0.1335, -0.1436, -0.1276, -0.1892, 0.1387, -0.5678, 0.6164, -0.5616, -0.8518, 0.1706, -0.0148, -0.6420, -0.1926, -0.1878, -0.1973, -0.0649, -0.6261, 0.2439, 0.1992, 0.2145, 0.2150, 0.2249, 0.2185, 0.2305, 0.2375, 0.2049, 0.2584, 0.2449, 0.2661, 0.2071, 0.2374, 0.2312, 0.2193, 0.2258, 0.2159, 0.2440, 0.2004, 0.2036, 0.1341, 0.1473, -0.2585, -0.1132, -0.2289, 0.0455, -0.5451, 0.2553, 0.2455, 0.2481, 0.2197]
}